No. 1
This record from OMol25 describes a molecular structure, C14H13BrF16NO8S2. The level of theory is the ωB97M-V functional and the def2-TZVPD basis.

Calculated values
**Highest occupied orbital energy**: -0.2195 Eh
**Gap between HOMO and LUMO**: 7.79 eV
**Max |F|**: 1.49 eV Å⁻¹
**LUMO**: 1.81 eV
**Net charge**: -1
**E**: -6166.25385 hartree

Positions of all 55 atoms, in Å:
O (-7.176, 3.172, 3.532)
C (-6.215, 2.729, 2.938)
C (-5.422, 3.617, 2.002)
S (-5.640, 3.329, 0.247)
O (-7.043, 3.259, -0.003)
O (-5.015, 4.465, -0.370)
N (-4.813, 2.044, -0.238)
S (-4.942, 0.756, 0.670)
O (-4.026, 0.803, 1.781)
O (-6.273, 0.339, 0.991)
C (-4.278, -0.518, -0.422)
C (-3.293, -1.361, 0.333)
O (-3.627, -2.191, 1.124)
Br (-1.401, -1.040, -0.033)
H (-5.937, 1.688, 3.084)
H (-5.797, 4.611, 2.166)
H (-4.380, 3.608, 2.284)
H (-5.063, -1.185, -0.722)
H (-3.862, -0.075, -1.313)
C (3.506, 0.358, 1.818)
C (1.995, 0.386, 1.513)
C (1.312, 1.745, 1.318)
F (1.385, 2.518, 2.422)
F (0.012, 1.540, 1.042)
F (1.340, -0.341, 2.439)
F (1.852, -0.260, 0.322)
O (3.944, 0.184, 3.163)
C (4.123, 1.228, 4.039)
C (3.182, 1.138, 5.244)
F (1.897, 1.125, 4.863)
F (3.380, 2.218, 6.037)
F (4.055, 2.423, 3.428)
F (5.382, 1.114, 4.527)
H (3.856, -0.549, 1.328)
H (4.031, 1.177, 1.328)
H (1.762, 2.284, 0.478)
H (3.389, 0.229, 5.814)
C (1.729, -3.219, -4.897)
C (0.758, -2.523, -3.924)
C (0.850, -1.002, -3.762)
F (2.051, -0.612, -3.285)
F (-0.086, -0.603, -2.881)
F (0.821, -3.128, -2.721)
F (-0.490, -2.754, -4.421)
O (2.889, -3.866, -4.377)
C (4.083, -3.219, -4.162)
C (4.477, -3.214, -2.681)
F (3.540, -2.626, -1.923)
F (5.633, -2.522, -2.536)
F (4.097, -1.985, -4.697)
F (5.034, -3.932, -4.809)
H (1.151, -4.046, -5.303)
H (1.972, -2.585, -5.749)
H (0.669, -0.498, -4.716)
H (4.623, -4.238, -2.330)

---

No. 2
This record from OMol25 describes a molecular structure, C14H13Cl2N6RhS2. The level of theory is the ωB97M-V functional and the def2-TZVPD basis.

Calculated values
**Highest occupied orbital energy (spin up / spin down)**: -0.4941 / -0.4941 Eh
**Gap between HOMO and LUMO (spin up / spin down)**: 5.31 / 5.31 eV
**Max |F|**: 1.00 eV Å⁻¹
**LUMO (spin up / spin down)**: -8.14 / -8.14 eV
**Net charge**: +2
**E**: -2696.61508 hartree

Positions of all 38 atoms, in Å:
Rh (-0.041, 1.505, -0.527)
Cl (-0.866, 1.808, -2.733)
C (-2.579, 1.403, -2.560)
C (-3.352, 1.294, -3.692)
C (-4.703, 1.015, -3.511)
C (-5.237, 0.852, -2.243)
C (-4.427, 0.958, -1.125)
Cl (-5.081, 0.763, 0.450)
C (-3.062, 1.238, -1.265)
S (-2.059, 1.362, 0.160)
H (-2.929, 1.430, -4.677)
H (-5.345, 0.927, -4.376)
H (-6.289, 0.637, -2.112)
N (2.457, -4.971, 0.059)
C (1.992, -4.400, -1.060)
S (1.861, -5.142, -2.509)
C (1.510, -2.992, -0.898)
C (0.947, -2.524, 0.286)
C (0.468, -1.232, 0.354)
N (0.520, -0.404, -0.698)
C (1.072, -0.840, -1.849)
C (1.567, -2.114, -1.980)
H (2.774, -5.927, 0.009)
H (2.638, -4.457, 0.906)
H (0.829, -3.159, 1.153)
H (0.012, -0.847, 1.255)
H (1.092, -0.149, -2.678)
H (1.981, -2.449, -2.921)
N (2.403, 2.816, 5.490)
C (2.417, 2.670, 4.173)
N (3.542, 2.889, 3.490)
N (1.266, 2.302, 3.600)
C (1.092, 2.087, 2.363)
N (0.848, 1.867, 1.241)
H (3.214, 3.090, 6.019)
H (1.540, 2.643, 5.980)
H (4.384, 3.209, 3.940)
H (3.544, 2.840, 2.485)

---

No. 3
This record from OMol25 describes 2 unconnected molecules or ions with the total composition C14H13Cl2O5. The level of theory is the ωB97M-V functional and the def2-TZVPD basis.

Calculated values
**Highest occupied orbital energy**: -0.1072 Eh
**Gap between HOMO and LUMO**: 2.73 eV
**Max |F|**: 3.26 eV Å⁻¹
**LUMO**: -0.18 eV
**Net charge**: -1
**E**: -1837.88356 hartree

Positions of all 34 atoms, in Å:
C (-3.769, 1.116, -1.253)
C (-2.699, 2.188, -1.223)
O (-1.421, 1.597, -1.253)
C (-0.423, 2.538, -1.253)
C (0.902, 1.977, -1.311)
C (2.154, 2.651, -1.296)
O (2.353, 3.853, -1.239)
C (3.263, 1.621, -1.333)
C (2.600, 0.271, -1.017)
C (1.120, 0.499, -1.356)
O (-0.638, 3.743, -1.205)
H (-4.784, 1.515, -1.233)
H (-3.666, 0.503, -2.148)
H (-3.655, 0.444, -0.403)
H (-2.772, 2.869, -2.082)
H (-2.758, 2.809, -0.319)
H (3.706, 1.613, -2.334)
H (4.058, 1.887, -0.630)
H (3.037, -0.563, -1.578)
H (2.714, 0.029, 0.046)
H (0.439, -0.007, -0.661)
H (0.880, 0.138, -2.363)
Cl (2.521, -3.302, 3.948)
C (1.102, -3.038, 3.040)
C (0.396, -4.089, 2.568)
C (-0.805, -3.890, 1.797)
O (-1.468, -4.826, 1.386)
C (-1.203, -2.510, 1.525)
Cl (-2.609, -2.242, 0.601)
C (-0.495, -1.460, 1.995)
C (0.687, -1.659, 2.794)
O (1.322, -0.724, 3.245)
H (0.721, -5.095, 2.766)
H (-0.809, -0.454, 1.780)

---

No. 4
This record from OMol25 describes a molecular structure, C14H13CoN5O2S. The level of theory is the ωB97M-V functional and the def2-TZVPD basis.

Calculated values
**Highest occupied orbital energy (spin up / spin down)**: -0.2806 / -0.2823 Eh
**Gap between HOMO and LUMO (spin up / spin down)**: 7.10 / 7.16 eV
**Max |F|**: 0.57 eV Å⁻¹
**LUMO (spin up / spin down)**: -0.53 / -0.52 eV
**Multiplicity**: 2
**E**: -2746.57324 hartree

Positions of all 36 atoms, in Å:
Co (-1.345, -0.830, 0.195)
N (-2.128, -4.824, -1.071)
C (-1.955, -3.482, -0.886)
S (-1.862, -2.926, 0.774)
N (-1.874, -2.746, -1.946)
N (-1.667, -1.399, -1.622)
C (-1.739, -0.600, -2.621)
C (-1.564, 0.835, -2.565)
C (-1.477, 1.522, -3.786)
C (-1.299, 2.885, -3.839)
C (-1.212, 3.593, -2.635)
C (-1.305, 2.943, -1.424)
C (-1.489, 1.551, -1.354)
O (-1.623, 0.977, -0.179)
H (-2.394, -5.389, -0.288)
H (-2.361, -5.138, -1.997)
H (-1.925, -1.057, -3.591)
H (-1.553, 0.950, -4.704)
H (-1.232, 3.398, -4.788)
H (-1.070, 4.667, -2.652)
H (-1.252, 3.490, -0.490)
N (3.906, 1.315, 4.382)
C (3.727, 0.113, 3.788)
O (4.475, -0.825, 3.957)
C (2.515, -0.033, 2.878)
C (2.361, -1.250, 2.238)
C (1.272, -1.437, 1.409)
N (0.372, -0.474, 1.189)
C (0.517, 0.706, 1.798)
C (1.578, 0.960, 2.655)
H (4.714, 1.425, 4.970)
H (3.315, 2.106, 4.217)
H (3.083, -2.037, 2.401)
H (1.094, -2.375, 0.902)
H (-0.231, 1.450, 1.559)
H (1.627, 1.933, 3.124)

---

No. 5
This record from OMol25 describes C14H13F3N4O2 in the gas phase. The level of theory is the ωB97M-V functional and the def2-TZVPD basis.

Calculated values
**SMILES string**: COc1ccc(C2=NNC(=O)C[C@H]2C)n2cc(C(F)(F)F)nc12
**Highest occupied orbital energy**: -0.3056 Eh
**Gap between HOMO and LUMO**: 8.04 eV
**Max |F|**: 2.95 eV Å⁻¹
**LUMO**: -0.28 eV
**E**: -1210.37098 hartree

Positions of all 36 atoms, in Å:
C (4.141, -2.589, -1.614)
O (2.991, -3.128, -0.919)
C (1.941, -2.270, -0.563)
C (0.717, -2.800, -0.312)
C (-0.448, -1.953, 0.133)
C (-0.305, -0.594, 0.266)
C (-1.394, 0.239, 0.833)
N (-1.083, 1.395, 1.404)
N (-2.033, 2.172, 2.045)
C (-3.295, 1.690, 2.351)
O (-4.024, 2.325, 3.101)
C (-3.694, 0.309, 1.873)
C (-2.876, -0.149, 0.666)
C (-3.415, 0.472, -0.619)
N (0.900, -0.059, -0.197)
C (1.237, 1.246, -0.351)
C (2.537, 1.281, -0.755)
C (3.237, 2.577, -1.187)
F (4.537, 2.344, -1.429)
F (3.151, 3.584, -0.279)
F (2.718, 2.922, -2.400)
N (3.059, -0.022, -0.854)
C (2.045, -0.800, -0.515)
H (4.750, -3.460, -1.920)
H (3.817, -2.016, -2.512)
H (4.713, -1.941, -0.945)
H (0.653, -3.881, -0.311)
H (-1.348, -2.532, 0.439)
H (-1.718, 2.975, 2.574)
H (-3.560, -0.365, 2.744)
H (-4.768, 0.323, 1.633)
H (-2.983, -1.255, 0.623)
H (-3.067, -0.075, -1.507)
H (-3.148, 1.523, -0.649)
H (-4.527, 0.434, -0.643)
H (0.539, 2.078, -0.203)

---

No. 6
This record from OMol25 describes C14H13F3N4O4 in the gas phase. The level of theory is the ωB97M-V functional and the def2-TZVPD basis.

Calculated values
**SMILES string**: CCOC(=O)c1cnc(N(C)N2C(=O)C=C(C)C2=O)nc1C(F)(F)F
**Highest occupied orbital energy**: -0.3393 Eh
**Gap between HOMO and LUMO**: 8.15 eV
**Max |F|**: 6.28 eV Å⁻¹
**LUMO**: -1.08 eV
**E**: -1360.80796 hartree

Positions of all 38 atoms, in Å:
C (4.525, 1.580, -4.304)
C (4.273, 1.612, -2.863)
O (2.967, 1.082, -2.610)
C (2.552, 1.076, -1.352)
O (3.137, 1.627, -0.434)
C (1.385, 0.288, -0.959)
C (1.261, -0.282, 0.347)
N (0.122, -0.891, 0.692)
C (-0.901, -1.038, -0.133)
N (-2.194, -1.359, 0.440)
C (-3.402, -1.293, -0.349)
N (-2.390, -1.541, 1.897)
C (-1.743, -2.447, 2.721)
O (-1.227, -3.466, 2.331)
C (-1.789, -1.995, 4.102)
C (-2.401, -0.743, 4.105)
C (-2.419, 0.142, 5.343)
C (-2.775, -0.456, 2.737)
O (-3.395, 0.631, 2.435)
N (-0.796, -0.554, -1.422)
C (0.263, 0.212, -1.756)
C (0.030, 0.992, -3.063)
F (0.356, 2.319, -2.994)
F (0.760, 0.582, -4.176)
F (-1.273, 0.934, -3.363)
H (5.594, 1.645, -4.532)
H (3.885, 2.326, -4.800)
H (4.336, 0.566, -4.652)
H (5.020, 1.124, -2.290)
H (4.336, 2.621, -2.514)
H (2.032, -0.122, 1.059)
H (-3.292, -1.097, -1.381)
H (-4.111, -0.546, 0.140)
H (-3.943, -2.176, -0.368)
H (-1.413, -2.390, 5.023)
H (-2.080, 1.126, 5.162)
H (-1.840, -0.316, 6.179)
H (-3.451, 0.227, 5.603)